This record from OMol25 describes a molecular structure, C7H20I2InNO5PSSi2. The level of theory is the ωB97M-V functional and the def2-TZVPD basis.

Results
Energy relative to the best compared isomer or geometry (same formula, charge and spin): 157.7 kcal per mole
Net charge: +3
Energy: -76528.293 eV

```
40
Properties=species:S:1:pos:R:3:lowdin_charge:R:1
C 1.17 1.95 0.91 -0.210
C 0.14 2.32 -0.35 -0.708
I -0.02 4.55 -0.29 0.924
C 0.73 1.97 -1.82 -0.811
I -0.05 3.36 -3.39 1.062
Si 0.57 0.16 -2.42 0.481
C -1.00 -0.79 -1.87 -0.281
C -2.39 0.07 -1.83 -0.205
C -3.32 -0.61 -0.61 -0.189
C -2.81 -0.22 0.89 -0.230
S -2.72 -1.70 2.09 0.803
O -2.83 -1.20 3.58 -0.350
O -3.77 -2.80 1.80 -0.293
O -1.15 -2.38 1.92 -0.245
O 2.10 -0.64 -2.16 -0.395
Si 2.23 -1.54 -0.69 0.530
P 3.58 -0.68 0.85 0.991
N 4.93 -1.82 1.12 -0.065
O 2.72 -0.68 2.40 -0.269
H 0.74 1.01 1.45 0.083
H 1.08 2.85 1.69 -0.247
H 2.29 1.89 0.59 0.090
H -0.95 1.96 -0.13 0.073
H 1.90 2.21 -1.79 0.095
H 0.44 0.26 -3.90 0.031
H -1.18 -1.65 -2.69 0.141
H -0.94 -1.36 -0.85 0.052
H -2.26 1.23 -1.71 0.089
H -3.00 -0.13 -2.83 0.149
H -3.31 -1.79 -0.68 0.138
H -4.46 -0.30 -0.71 0.150
H -3.61 0.52 1.36 0.146
H -1.73 0.25 0.94 0.069
H -0.46 -1.64 1.76 0.043
H 0.99 -1.86 0.00 -0.031
H 2.84 -2.85 -1.04 0.025
H 4.91 -2.11 2.14 0.113
H 5.81 -1.28 0.97 0.094
H 1.74 -0.78 2.20 0.044
In 1.04 4.26 3.09 1.114
```